[1]
This record from OMol25 describes a molecular structure, C38H46BrCl2N8O4PSTa in a non-equilibrium geometry. The level of theory is ωB97M-V/def2-TZVPD.

Output
Kohn-Sham gap = 5.63 eV
Total charge = +3
Calculated total energy = -6504.85371 Eh
Max |F| = 2.48 eV/Å

Geometry (Å):
Ta -0.3498 -0.1475 0.2893
Cl -0.4003 7.0757 0.4940
C 0.3562 5.7183 -0.2061
C 0.5684 4.5827 0.5937
C 1.1693 3.5504 -0.0691
N 1.6514 2.1786 0.0306
C 2.5506 1.7393 1.0072
O 3.6693 1.3710 0.7803
C 1.8925 1.6273 2.3467
C 2.4801 2.2333 3.4480
C 1.9095 2.0456 4.6995
C 0.7735 1.2515 4.7833
C 0.2549 0.6840 3.6314
N 0.7895 0.8553 2.4140
C 1.5607 3.6078 -1.4129
C 1.3770 4.7010 -2.2120
C 0.7347 5.7707 -1.5658
Cl 0.3957 7.1766 -2.4692
N 2.0613 2.2891 -1.3405
C 2.7172 1.4199 -2.1519
O 2.9796 1.6835 -3.2973
C 3.0800 0.1288 -1.4791
C 4.3461 -0.3962 -1.6760
C 4.7184 -1.5352 -0.9741
C 3.7873 -2.1557 -0.1608
C 2.5224 -1.5888 -0.0734
N 2.1683 -0.4663 -0.6882
H 0.2687 4.5694 1.6264
H 3.3627 2.8391 3.3057
H 2.3404 2.4983 5.5821
H 0.2934 1.0642 5.7315
H -0.6359 0.0728 3.6759
H 1.6973 4.7719 -3.2371
H 5.0292 0.1005 -2.3431
H 5.7233 -1.9190 -1.0447
H 4.0260 -3.0409 0.4050
H 1.7216 -3.0354 0.9576
C -2.4514 -3.7925 4.3954
C -2.3280 -2.9010 3.2166
C -3.4565 -2.3989 2.5545
C -3.3216 -1.5240 1.4853
C -2.0374 -1.1582 1.1170
Br -1.6305 1.9774 0.3135
N -0.9750 -1.6172 1.7613
C -1.0737 -2.4812 2.7689
H -3.4526 -4.2018 4.4866
H -2.2520 -3.2187 5.3000
H -1.7285 -4.6032 4.3584
H -4.4417 -2.6922 2.8883
H -4.1859 -1.1221 0.9765
H -0.1566 -2.8176 3.2348
O -0.6797 -0.6561 -1.5379
P -0.6850 -0.7881 -3.1066
N -2.1869 -1.1887 -3.6597
C -2.6656 -2.5815 -3.6034
C -4.1547 -2.5093 -3.9387
C -4.2683 -1.2309 -4.7662
C -3.2797 -0.2949 -4.0770
N -0.1326 0.6797 -3.5978
C 0.4172 0.9342 -4.9419
C -0.4727 2.0184 -5.5382
C -0.8347 2.8672 -4.3210
C -0.8689 1.8813 -3.1495
N 0.4345 -1.9621 -3.3872
C 0.7226 -2.3777 -4.7725
C 1.0250 -3.8783 -4.7052
C 0.4316 -4.3375 -3.3733
C 0.6297 -3.1090 -2.4889
H -2.4828 -3.0145 -2.6161
H -2.1357 -3.1653 -4.3599
H -4.7511 -2.4293 -3.0303
H -4.4816 -3.3851 -4.4929
H -5.2754 -0.8217 -4.7622
H -3.9744 -1.4141 -5.7995
H -3.7522 0.1665 -3.2019
H -2.9107 0.4841 -4.7423
H 0.4286 0.0308 -5.5447
H 1.4405 1.3013 -4.8234
H -1.3602 1.5770 -5.9939
H 0.0511 2.5957 -6.2972
H -1.7824 3.3834 -4.4440
H -0.0602 3.6092 -4.1455
H -1.8917 1.6236 -2.8686
H -0.3672 2.3097 -2.2787
H 1.5850 -1.8235 -5.1491
H -0.1386 -2.1666 -5.4131
H 2.1018 -4.0397 -4.6966
H 0.6079 -4.4085 -5.5571
H 0.9555 -5.2092 -2.9883
H -0.6263 -4.5801 -3.4690
H 1.6620 -3.0915 -2.1186
H -0.0526 -3.0627 -1.6336
C 2.8701 -6.0124 2.4084
S 1.6686 -5.1968 1.3243
C 1.5104 -6.4857 0.0610
O 1.5226 -2.1052 0.6832
H 2.4381 -6.9489 2.7493
H 3.0670 -5.3647 3.2566
H 3.7822 -6.1940 1.8478
H 1.1581 -7.3921 0.5447
H 2.4737 -6.6641 -0.4099
H 0.7823 -6.1463 -0.6682


[2]
This record from OMol25 describes a molecular structure, C38H46BrCl2N8O4PSTa. The level of theory is ωB97M-V/def2-TZVPD.

Output
Kohn-Sham gap = 6.28 eV
Total charge = +3
Calculated total energy = -6504.96672 Eh
Max |F| = 0.61 eV/Å

Geometry (Å):
Ta 0.1420 -0.3458 1.2862
Cl -3.0088 5.6818 1.4966
C -2.7440 3.9864 1.4775
C -1.4936 3.5058 1.8247
C -1.2755 2.1372 1.8198
N -0.0668 1.4679 2.1480
C 0.6874 2.0503 3.1823
O 0.3253 2.9399 3.8873
C 2.0359 1.4518 3.2639
C 2.9905 2.0395 4.0647
C 4.2767 1.5237 4.0450
C 4.5223 0.4516 3.2012
C 3.4914 -0.0874 2.4568
N 2.2302 0.3797 2.4835
C -2.2846 1.2627 1.4189
C -3.5387 1.7355 1.0622
C -3.7652 3.1035 1.1083
Cl -5.3126 3.6912 0.6635
N -1.8479 -0.0761 1.4907
C -2.7522 -1.1232 1.5163
O -3.8244 -1.1442 0.9833
C -2.2534 -2.1957 2.4260
C -3.1270 -3.1547 2.8882
C -2.6881 -4.0454 3.8597
C -1.3974 -3.8917 4.3319
C -0.5898 -2.8989 3.7979
N -0.9731 -2.0615 2.8279
H -0.7287 4.2046 2.1250
H 2.7032 2.8909 4.6684
H 5.0638 1.9562 4.6491
H 5.5104 0.0222 3.1081
H 3.7232 -0.9079 1.7955
H -4.3356 1.0729 0.7686
H -4.1392 -3.1587 2.5044
H -3.3481 -4.8004 4.2661
H -1.0115 -4.5053 5.1351
H 0.3663 -2.7340 4.2518
C 3.7093 -5.0447 3.3776
C 3.3176 -4.1393 2.2482
C 3.8698 -4.2645 0.9762
C 3.5386 -3.3403 0.0015
C 2.5993 -2.3815 0.3196
Br 2.2731 -0.9204 -0.8157
N 1.9606 -2.2887 1.4782
C 2.3912 -3.1231 2.4377
H 4.7779 -5.2566 3.3547
H 3.1845 -5.9994 3.2985
H 3.4677 -4.6055 4.3455
H 4.5997 -5.0383 0.7679
H 4.0198 -3.3375 -0.9685
H 2.0416 -2.9337 3.4347
O -0.1204 0.7751 -0.3018
P -0.2420 1.2928 -1.7839
N -1.0850 2.6527 -2.0276
C -2.5542 2.7213 -2.2872
C -2.8892 4.2017 -2.1619
C -1.5958 4.8964 -2.5745
C -0.5153 4.0272 -1.9439
N 1.3219 1.5799 -2.1811
C 1.7375 1.7876 -3.6011
C 3.0021 2.6466 -3.5092
C 3.5172 2.4083 -2.0899
C 2.2328 2.3430 -1.2789
N -0.9581 0.0839 -2.6219
C -1.0358 0.1597 -4.1142
C -2.2362 -0.7138 -4.4648
C -3.1846 -0.5152 -3.2832
C -2.2486 -0.4619 -2.0818
H -3.1193 2.1040 -1.5885
H -2.7476 2.3741 -3.3043
H -3.1327 4.4509 -1.1301
H -3.7434 4.4717 -2.7791
H -1.5356 5.9270 -2.2302
H -1.4830 4.8961 -3.6607
H -0.3310 4.3050 -0.9019
H 0.4194 4.0809 -2.5025
H 0.9524 2.2860 -4.1747
H 1.9379 0.8187 -4.0622
H 2.7526 3.7005 -3.6432
H 3.7233 2.3812 -4.2787
H 4.1730 3.2039 -1.7414
H 4.0646 1.4646 -2.0251
H 1.8574 3.3513 -1.0901
H 2.3349 1.8459 -0.3129
H -0.1117 -0.2085 -4.5564
H -1.1876 1.1911 -4.4436
H -1.9312 -1.7602 -4.5485
H -2.6745 -0.4271 -5.4183
H -3.9178 -1.3141 -3.1832
H -3.7356 0.4203 -3.3866
H -2.0731 -1.4538 -1.6744
H -2.6384 0.1455 -1.2632
C 0.2148 -3.4104 -2.1108
S -0.2814 -3.4964 -0.3940
C -1.9520 -4.0825 -0.6218
O -0.4267 -2.0334 0.0729
H -0.0349 -4.3701 -2.5679
H 1.2885 -3.2528 -2.1596
H -0.3149 -2.5887 -2.5913
H -1.8677 -5.1328 -0.9112
H -2.4757 -3.5103 -1.3875
H -2.4628 -4.0137 0.3371


[3]
This record from OMol25 describes a molecular structure, C38H46BrCuN2O3PSi2Te. The level of theory is ωB97M-V/def2-TZVPD.

Output
Kohn-Sham gap = 6.33 eV
Total charge = -1
Calculated total energy = -7213.92938 Eh
Max |F| = 0.21 eV/Å

Geometry (Å):
Cu -0.1314 0.6899 0.1901
C -3.2075 3.0666 5.7797
C -1.8948 3.5244 5.7977
C -1.0547 3.2656 4.7263
C -1.5101 2.5404 3.6242
C -2.8248 2.0820 3.6217
C -3.6721 2.3480 4.6895
P -0.5031 2.1102 2.1497
C 1.1853 2.0298 2.8601
C 1.3967 1.2607 4.0057
C 2.6750 1.0500 4.4962
C 3.7689 1.6011 3.8414
C 3.5703 2.3620 2.6993
C 2.2888 2.5749 2.2090
C -0.4651 3.6942 1.2243
C -0.8004 4.8962 1.7910
C -0.7165 6.0933 1.0498
C -0.2708 6.0682 -0.2389
C 0.0840 4.8450 -0.8591
C 0.5722 4.8175 -2.1891
C 0.9144 3.6272 -2.7594
C 0.7510 2.4174 -2.0431
C 0.2641 2.3571 -0.7506
C -0.0424 3.6247 -0.1421
H -3.8621 3.2646 6.6197
H -1.5257 4.0833 6.6489
H -0.0317 3.6218 4.7476
H -3.1760 1.4898 2.7848
H -4.6879 1.9738 4.6757
H 0.5506 0.8193 4.5186
H 2.8147 0.4450 5.3842
H 4.7708 1.4307 4.2152
H 4.4182 2.7872 2.1772
H 2.1481 3.1564 1.3067
H -1.1334 4.9434 2.8204
H -0.9919 7.0307 1.5178
H -0.1776 6.9868 -0.8084
H 0.6729 5.7515 -2.7313
H 1.3011 3.6035 -3.7732
H 1.0231 1.4912 -2.5432
Br 0.2921 -2.1367 6.9388
C -0.4012 -1.8191 5.1976
C -1.7259 -1.4409 5.0526
N -2.2683 -1.1957 3.8642
C -1.4826 -1.2868 2.7890
C -0.1415 -1.6528 2.8507
C 0.4088 -1.9463 4.0876
C 0.7256 -1.7443 1.6058
O 1.8043 -2.3289 1.7046
O 0.2265 -1.2336 0.5493
H -2.3662 -1.3361 5.9213
H -1.9305 -1.0689 1.8271
H 1.4478 -2.2403 4.1483
C -3.4321 -1.3516 -1.9671
C -2.7061 -0.1618 -1.3881
N -2.2780 0.7783 -2.2649
O -2.5142 -0.0653 -0.1857
H -3.8222 -1.1692 -2.9685
H -4.2436 -1.6279 -1.2977
H -2.7203 -2.1785 -2.0079
H -2.3002 0.5841 -3.2511
H -1.5896 1.4474 -1.9275
C 0.2771 0.4663 -5.4798
Si 0.1074 -1.3887 -5.6638
C 0.6350 -1.8752 -7.4009
C -1.6894 -1.8765 -5.4260
C 1.1669 -2.2707 -4.4082
Te 0.6043 -1.7575 -2.3896
C 2.1543 -2.9042 -1.4776
Si 1.6638 -4.6717 -1.1195
C 1.2810 -5.5717 -2.7272
C 3.1027 -5.5270 -0.2699
C 0.1622 -4.7513 -0.0118
H -0.2989 0.9910 -6.2456
H 1.3221 0.7695 -5.5773
H -0.0630 0.8089 -4.4999
H 0.0104 -1.3898 -8.1543
H 0.5605 -2.9547 -7.5466
H 1.6710 -1.5843 -7.5874
H -2.3493 -1.3120 -6.0888
H -2.0050 -1.7045 -4.3942
H -1.8356 -2.9395 -5.6305
H 2.2114 -1.9762 -4.5368
H 1.0998 -3.3514 -4.5409
H 2.3529 -2.3949 -0.5332
H 3.0332 -2.8174 -2.1188
H 2.1124 -5.5121 -3.4334
H 0.3976 -5.1411 -3.2045
H 1.0762 -6.6280 -2.5362
H 3.9950 -5.5304 -0.9004
H 2.8618 -6.5626 -0.0182
H 3.3415 -4.9969 0.6543
H -0.6396 -4.1180 -0.3964
H 0.4196 -4.4024 0.9881
H -0.2121 -5.7757 0.0626


[4]
This record from OMol25 describes a molecular structure, C38H46CoN11OPS in a non-equilibrium geometry. The level of theory is ωB97M-V/def2-TZVPD.

Output
Kohn-Sham gap (alpha / beta) = 6.94 / 6.95 eV
Total charge = +2
Calculated total energy = -4275.26079 Eh
Max |F| = 1.23 eV/Å
Spin multiplicity = 2

Geometry (Å):
Co 0.8379 -0.8879 1.0248
C 4.9579 -1.3629 -0.5670
C 4.8497 -2.5827 -1.2113
C 3.6459 -3.2659 -1.1477
C 2.5940 -2.7145 -0.4306
N 2.7090 -1.5427 0.2149
C 3.8627 -0.8864 0.1333
C 1.2552 -3.3439 -0.3526
C 0.9563 -4.5982 -0.8644
C -0.3408 -5.0734 -0.7570
C -1.2980 -4.3009 -0.1209
C -0.9248 -3.0674 0.3915
N 0.3212 -2.6076 0.2551
C -1.7889 -2.2289 1.2501
C -3.1353 -2.4709 1.4711
C -3.7793 -1.7543 2.4683
C -3.0573 -0.8370 3.2125
C -1.7313 -0.6133 2.8807
N -1.1144 -1.2774 1.9096
H 5.8681 -0.7820 -0.6044
H 5.6843 -2.9962 -1.7607
H 3.5322 -4.2080 -1.6622
H 3.9204 0.0654 0.6453
H 1.7157 -5.1968 -1.3436
H -0.6002 -6.0449 -1.1547
H -2.3060 -4.6665 0.0036
H -3.6714 -3.2100 0.8939
H -4.8270 -1.9279 2.6723
H -3.5093 -0.2971 4.0316
H -1.1419 0.1238 3.4093
N 2.9791 0.0250 3.4232
C 2.6421 -1.3189 3.5358
C 3.4477 -2.1193 4.3549
C 3.0847 -3.4292 4.5582
C 1.9139 -3.9029 3.9685
C 1.1945 -3.0418 3.1763
N 1.5557 -1.7703 2.9259
C 2.6104 1.0216 2.5428
C 3.2928 2.2433 2.6852
C 3.0536 3.2648 1.8019
C 2.1320 3.0639 0.7762
C 1.4746 1.8628 0.7217
N 1.6777 0.8458 1.5972
H 3.7218 0.3031 4.0438
H 4.3301 -1.7039 4.8231
H 3.6945 -4.0738 5.1763
H 1.5696 -4.9142 4.1252
H 0.2708 -3.3667 2.7186
H 4.0036 2.3617 3.4920
H 3.5828 4.2031 1.9011
H 1.9225 3.8250 0.0397
H 0.7427 1.6583 -0.0412
C 2.7221 1.2114 -2.6231
N 1.4184 1.0575 -3.2388
C 1.3775 1.4110 -4.6512
P 0.2044 0.1463 -2.5850
O 0.6061 -0.2566 -1.1988
N -0.1218 -1.1907 -3.5173
C -0.8827 -1.1589 -4.7632
C 0.8842 -2.2424 -3.5212
N -1.1596 1.0530 -2.7919
C -1.1161 2.5029 -2.6030
C -2.4465 0.4715 -2.4066
H 3.0417 2.2562 -2.6743
H 3.4782 0.6025 -3.1327
H 2.6731 0.9094 -1.5809
H 1.7064 2.4440 -4.7862
H 0.3629 1.3287 -5.0359
H 2.0323 0.7653 -5.2447
H -1.5540 -0.3070 -4.7878
H -1.4763 -2.0719 -4.8488
H -0.2164 -1.1070 -5.6300
H 1.5844 -2.0953 -2.7021
H 1.4517 -2.2356 -4.4580
H 0.4179 -3.2255 -3.4149
H -0.2255 2.9206 -3.0654
H -1.1348 2.7826 -1.5458
H -1.9892 2.9389 -3.0902
H -2.4441 -0.6021 -2.5826
H -3.2331 0.9177 -3.0181
H -2.6772 0.6574 -1.3534
N -1.1097 2.9737 2.9737
C -1.9848 2.8821 1.9401
S -1.7763 1.6737 0.7951
N -2.9749 3.7894 1.9708
C -4.0918 4.0055 1.1132
C -5.1676 4.6832 1.6805
C -6.2888 4.9701 0.9229
C -6.3454 4.5844 -0.4085
C -5.2660 3.9245 -0.9713
C -4.1335 3.6333 -0.2235
H -0.2854 2.4031 2.9378
H -1.1964 3.6591 3.7055
H -2.9860 4.3997 2.7753
H -5.1282 4.9870 2.7205
H -7.1186 5.4947 1.3756
H -7.2210 4.8057 -1.0025
H -5.2962 3.6347 -2.0132
H -3.2955 3.1317 -0.6770